(1)
{"formula": "C36H53FeNP2", "method": "wB97M-V/def2-TZVPD", "s2": 8.815, "relative_energy_ev": 0.0000, "multiplicity": 6, "total_charge": 1, "gap_ev": [7.06, 6.93], "energy_ha": -3404.401013, "e_lumo_ev": [-1.7, -4.0], "e_homo_ev": [-8.75, -10.89], "species": ["Fe", "P", "P", "N", "C", "C", "C", "C", "C", "C", "C", "C", "C", "C", "C", "C", "C", "C", "C", "C", "C", "C", "C", "C", "C", "C", "C", "C", "C", "C", "C", "C", "C", "C", "C", "C", "C", "C", "C", "C", "H", "H", "H", "H", "H", "H", "H", "H", "H", "H", "H", "H", "H", "H", "H", "H", "H", "H", "H", "H", "H", "H", "H", "H", "H", "H", "H", "H", "H", "H", "H", "H", "H", "H", "H", "H", "H", "H", "H", "H", "H", "H", "H", "H", "H", "H", "H", "H", "H", "H", "H", "H", "H"], "positions_angstrom": [[0.6090, -1.1305, 1.0840], [-0.6028, -0.9588, -0.7363], [2.0274, 0.3379, 0.2978], [-0.7210, 1.5075, 2.9229], [-2.3123, -0.3853, -0.6736], [-0.6407, 2.2779, 4.0618], [-0.4700, 3.6884, 4.0300], [1.6679, -4.1003, 0.7926], [-2.7897, 1.8997, 1.7494], [-1.6488, -0.0133, -5.7364], [1.1237, 1.2010, -1.0781], [-0.9452, 1.6593, 5.3017], [1.1320, -3.0799, 1.7090], [-0.7522, 3.0609, 1.0583], [1.5026, -0.5633, 4.4308], [1.9215, -2.1611, 2.4832], [-3.5508, 2.8700, 1.1015], [-0.6750, -2.4799, -1.7022], [2.8083, 1.6365, 1.2725], [-1.5663, -1.3566, -5.7818], [-0.2979, -1.8690, 3.0697], [0.2403, 0.2493, -1.8707], [-0.8951, 4.4430, 5.1244], [0.7102, -1.4215, -7.0092], [-1.5323, -1.5260, 3.8084], [3.3997, -0.4595, -0.5948], [-0.2444, -2.8870, 2.0648], [-1.2848, 2.4418, 6.4010], [1.0291, -1.4333, 3.3355], [1.4292, 0.3018, -5.2505], [-1.3835, 2.0903, 1.8859], [-1.5261, 4.0053, 0.3825], [-0.5837, -2.1554, -6.5841], [-1.3994, -3.7298, 1.6822], [0.4787, 1.4056, -5.6007], [3.3997, -2.1222, 2.5797], [-1.2730, 3.8349, 6.3218], [1.5299, -0.8875, -5.8723], [-0.7734, 0.9977, -6.4133], [-2.9218, 3.9285, 0.4250], [-3.2228, 1.0051, 2.2034], [-0.4896, 0.7360, -7.4400], [2.1632, 0.5608, -4.4774], [0.8881, -4.4389, 0.1012], [2.5250, -0.2031, 4.2558], [-0.9170, 5.5203, 5.0015], [-2.8096, -0.4560, -1.6561], [3.7659, -1.1050, 2.7828], [-1.2153, -4.2387, 0.7320], [1.0134, 2.1789, -6.1801], [-1.5886, 1.9303, 7.3109], [-1.5947, 4.4453, 7.1676], [-2.4293, -1.9116, 3.3033], [-1.5209, -1.9781, 4.8165], [-1.0336, 4.7999, -0.1922], [-1.3920, -3.1706, -1.2326], [-2.3366, -1.9570, -5.2839], [-0.2942, -3.0498, -6.0088], [-2.3614, 0.6562, -0.3227], [0.8090, -0.3239, -2.6198], [-4.6400, 2.7857, 1.1051], [1.5340, -1.1135, 5.3874], [1.8985, 1.6702, -1.7013], [-2.8467, -1.0220, 0.0486], [0.1394, 1.8978, -4.6734], [3.8573, -2.4859, 1.6535], [3.7485, -2.7630, 3.4058], [2.3283, -1.5791, -5.5758], [0.4880, -0.6843, -7.7904], [4.1897, -0.7517, 0.1122], [-1.5789, -4.4980, 2.4521], [-2.4776, 0.4523, -5.1891], [-1.3909, 1.9091, -6.4882], [3.8064, 0.2584, -1.3253], [2.0356, -4.9703, 1.3568], [-1.0731, -2.5272, -7.5013], [0.3385, 3.0577, 0.9991], [0.5066, 1.9966, -0.6382], [3.0524, -1.3613, -1.1205], [0.3156, -2.9576, -1.7256], [-0.9582, 0.5719, 5.3242], [-0.0787, 4.1563, 3.1195], [3.3826, 2.3334, 0.6355], [-0.5565, 0.7915, -2.4035], [2.5083, -3.6896, 0.2151], [1.3445, -2.1890, -7.4841], [-1.0018, -2.2370, -2.7279], [-3.5177, 4.7142, -0.0464], [-2.3219, -3.1368, 1.5963], [3.4974, 1.1678, 1.9937], [2.0632, 2.2126, 1.8403], [-1.6234, -0.4358, 3.8794], [0.8519, 0.3094, 4.5322]], "forces_ev_per_a": [[-0.641, -0.507, 2.479], [-0.847, 0.558, -1.877], [0.792, 1.469, -1.232], [0.716, -1.359, 1.256], [-0.635, 0.034, -0.078], [-0.103, 0.420, -0.123], [-0.741, 0.066, 0.255], [0.311, -0.479, -0.480], [0.847, 0.212, 0.420], [-0.347, -0.921, 0.173], [0.626, 0.474, 0.195], [0.113, 0.299, -0.097], [-0.299, 0.569, 0.650], [-0.530, -0.333, 0.435], [0.066, 0.646, 0.371], [-0.957, -0.418, 1.002], [0.317, -0.108, -0.513], [-0.184, -0.369, -0.441], [0.536, 0.622, 0.133], [-0.330, 0.856, -0.175], [0.292, -0.955, -0.710], [-0.399, -0.417, -0.184], [0.757, -0.077, -0.585], [0.035, -0.699, -0.539], [-0.535, 0.350, 0.239], [0.335, 0.050, -0.170], [0.532, 0.014, 1.124], [0.223, -0.439, -0.076], [0.776, -1.051, -0.529], [0.353, -0.672, -0.562], [-0.855, 1.933, -1.790], [-0.087, -0.374, -0.405], [0.405, -0.084, -0.060], [-0.427, -0.300, -0.160], [-0.367, 0.149, -0.095], [0.477, -0.008, -0.028], [-0.358, -0.090, -0.172], [0.305, 0.638, 0.600], [0.001, 0.883, -0.094], [-0.060, 0.142, 0.339], [-0.060, 0.527, 0.181], [-0.280, 0.123, 0.465], [-0.190, -0.237, -0.203], [0.288, -0.074, 0.042], [-0.263, -0.045, 0.005], [0.157, -0.039, 0.285], [0.215, -0.009, 0.308], [0.002, -0.297, -0.113], [-0.164, -0.028, 0.139], [-0.084, -0.176, 0.259], [0.098, 0.218, -0.061], [0.112, -0.231, -0.259], [0.271, 0.136, 0.143], [0.020, 0.268, -0.273], [-0.242, -0.374, 0.233], [0.240, 0.193, -0.231], [0.201, 0.320, -0.026], [-0.127, 0.174, -0.129], [0.072, -0.386, -0.123], [-0.153, 0.171, 0.207], [0.364, 0.012, -0.089], [-0.140, 0.192, -0.262], [-0.323, 0.062, -0.065], [0.030, 0.256, -0.221], [0.130, -0.087, -0.190], [0.080, 0.053, 0.205], [-0.025, 0.174, -0.267], [-0.244, 0.363, 0.208], [0.259, -0.328, 0.355], [-0.253, 0.086, -0.240], [0.000, 0.152, -0.293], [0.237, -0.410, 0.039], [0.291, -0.221, -0.172], [0.006, -0.330, 0.186], [-0.066, 0.138, -0.244], [0.062, 0.041, 0.319], [-0.409, 0.413, 0.329], [0.288, -0.296, -0.174], [0.095, 0.288, 0.115], [-0.318, 0.130, -0.071], [-0.272, 0.424, 0.269], [-0.459, -0.066, 0.502], [-0.172, -0.255, 0.267], [0.368, -0.104, -0.019], [-0.153, -0.300, 0.006], [-0.276, 0.284, -0.058], [0.114, -0.239, 0.298], [0.176, -0.356, 0.127], [0.218, -0.239, -0.098], [-0.236, 0.188, -0.232], [0.211, -0.286, -0.138], [-0.181, -0.446, 0.098], [0.371, -0.250, 0.161]]}

***

(2)
{"formula": "C36H53GeNP3RuSi", "method": "wB97M-V/def2-TZVPD", "s2": 8.764, "relative_energy_ev": 0.0000, "multiplicity": 6, "total_charge": 0, "gap_ev": [6.39, 7.46], "energy_ha": -4943.554983, "e_lumo_ev": [0.6, -0.4], "e_homo_ev": [-5.78, -7.90], "species": ["Ru", "Ge", "P", "P", "P", "Si", "N", "C", "C", "C", "C", "C", "C", "C", "C", "C", "C", "C", "C", "C", "C", "C", "C", "C", "C", "C", "C", "C", "C", "C", "C", "C", "C", "C", "C", "C", "C", "C", "C", "C", "C", "C", "C", "H", "H", "H", "H", "H", "H", "H", "H", "H", "H", "H", "H", "H", "H", "H", "H", "H", "H", "H", "H", "H", "H", "H", "H", "H", "H", "H", "H", "H", "H", "H", "H", "H", "H", "H", "H", "H", "H", "H", "H", "H", "H", "H", "H", "H", "H", "H", "H", "H", "H", "H", "H", "H"], "positions_angstrom": [[0.4140, 1.0606, -0.3633], [0.7861, 2.5030, -3.3979], [2.6567, -0.0670, 3.6722], [2.9860, 0.6855, 0.1317], [-1.0168, -2.0056, -0.0600], [-0.6388, 2.7814, 1.2730], [-0.3577, -0.6697, 0.3187], [1.7148, -3.1738, -2.7975], [-4.9198, -3.0641, -0.7808], [-1.2377, -4.4769, 3.8919], [-2.7935, -1.9829, -0.5517], [0.0463, -4.9296, -2.7555], [-1.8756, -3.2486, 3.7273], [3.5555, 1.9504, 1.2797], [-3.1452, 2.7720, -0.1022], [4.1979, -0.9084, 4.2577], [-1.7074, 4.6875, -0.4118], [-0.5782, -4.3451, 1.5354], [1.9153, 3.7155, -2.3500], [-3.5726, -3.1378, -0.4455], [1.0536, -2.4966, -1.7864], [1.4220, -0.9384, 4.7030], [-3.9967, 3.2617, -1.0818], [-0.1134, -3.0687, -1.2597], [-0.5395, 1.6596, -2.1909], [-0.6110, -4.2985, -1.7260], [-1.2504, 1.6137, 2.6727], [-1.8032, -2.5411, 2.5383], [-3.7239, 4.4748, -1.7383], [1.2506, -4.3896, -3.2481], [0.0265, 3.5345, -4.9558], [-3.4065, -0.7807, -1.0497], [0.1738, 4.2327, 2.1959], [-2.5822, 5.1485, -1.3685], [2.4640, -1.1788, 2.1429], [-1.9986, 3.4953, 0.2592], [3.3140, -0.9265, 0.9634], [-4.7598, -0.7533, -1.3623], [-1.1867, -3.0801, 1.4395], [1.8406, 1.0393, -4.1917], [-5.4897, -1.8994, -1.2331], [4.3653, 0.7062, -1.0616], [-0.5783, -5.0176, 2.7606], [1.7738, -4.9626, -4.0011], [2.7134, 3.1133, -1.9343], [1.3719, 4.1516, -1.5149], [2.7915, 2.2370, 1.9639], [0.8380, 3.7596, -5.6537], [2.7493, 0.7999, -3.5888], [-0.3785, 4.5223, -4.6252], [-1.8472, 2.1510, 3.4247], [1.3843, -1.0822, 1.9397], [-0.7824, 5.2105, -0.1724], [-1.4888, -4.7039, -1.2475], [-0.2183, -5.9232, -3.1028], [-1.3323, 2.3453, -1.9767], [0.8690, 3.9330, 2.9708], [-3.4049, 1.8050, 0.3870], [0.4142, -0.5136, 4.5604], [-2.7823, 0.1297, -1.0573], [4.0682, -1.9888, 4.3472], [4.5902, -0.4642, 5.1660], [1.3691, -1.5097, -1.4147], [4.4398, 1.7063, 1.8863], [4.3883, -0.8754, 1.3000], [-0.3365, 1.2292, 3.0870], [-2.2488, -1.5457, 2.3898], [-2.3932, -2.8300, 4.5591], [-3.1024, -3.9770, -0.0114], [2.1614, 1.3198, -5.1972], [1.3774, -1.9680, 4.4242], [-0.6785, 4.7334, 2.6619], [5.0375, -0.7645, 3.5486], [4.3835, -0.1919, -1.7396], [2.3643, 4.5621, -2.8818], [2.5424, -2.1784, 2.5534], [0.0133, -4.7657, 0.7819], [1.2265, 0.1418, -4.2022], [-1.2026, -5.0289, 4.8267], [2.6052, -2.7056, -3.2139], [-0.9793, 0.8133, -2.7332], [-4.4164, 4.8387, -2.4812], [3.2207, -1.7522, 0.2059], [-5.2106, 0.1721, -1.7570], [-1.7909, 0.7932, 2.3391], [-2.3363, 6.0611, -1.9053], [3.8212, 2.8203, 0.6878], [5.3066, 0.8066, -0.4883], [1.6632, -0.8033, 5.7349], [-4.8625, 2.6149, -1.3807], [-0.7351, 3.0366, -5.4957], [-6.5395, -1.8393, -1.4261], [0.6696, 4.9503, 1.5371], [-5.5109, -3.9273, -0.6464], [4.2419, 1.5917, -1.7056], [-0.1169, -5.9913, 2.7789]], "forces_ev_per_a": [[-0.007, -0.320, 0.304], [-0.811, 0.051, -0.345], [0.502, -0.555, -0.685], [-0.507, -0.694, -0.362], [-0.780, -1.286, 0.813], [0.482, -1.111, 1.177], [0.418, 1.179, -0.451], [0.723, 0.484, -0.022], [0.825, -0.285, 0.241], [0.580, -0.284, -1.560], [-0.567, 1.313, -1.082], [1.271, -0.438, 0.074], [0.388, -0.289, 0.401], [0.897, 0.368, 0.138], [-0.286, -0.142, 0.350], [0.707, 0.259, -0.391], [-0.271, -0.657, 0.441], [-0.525, 0.909, 2.016], [0.133, 0.402, -0.080], [-0.095, 1.849, -0.273], [-0.963, -0.162, 0.264], [-0.695, 0.859, -0.573], [-0.754, -0.612, -0.556], [-0.123, 0.786, -0.052], [0.961, -0.438, -0.908], [0.199, 0.915, 0.216], [0.394, 2.260, 0.061], [-0.700, 0.550, -0.079], [-0.400, -1.299, 0.822], [-0.854, -0.395, -0.098], [0.802, 1.189, 1.177], [1.335, -0.600, 0.973], [-0.272, -0.018, -0.527], [0.296, 1.282, -0.978], [-1.951, 0.496, 1.806], [-0.126, -0.065, -0.252], [1.451, -0.033, -0.665], [1.059, 1.197, -0.475], [1.326, -0.766, -1.127], [0.774, 0.115, 0.604], [-0.590, -0.130, 0.109], [0.220, -0.160, -0.739], [-0.815, 0.477, 0.211], [0.137, 0.182, -0.101], [0.306, -0.048, 0.188], [-0.237, -0.098, 0.128], [-0.674, 0.197, 0.417], [0.047, -0.068, 0.057], [-0.583, 0.218, -0.394], [0.239, -0.747, -0.103], [0.284, -0.106, -0.002], [0.250, 0.034, -0.452], [-0.278, 0.088, -0.189], [-0.129, -0.190, -0.235], [-0.339, 0.188, 0.012], [-0.496, 0.538, 0.249], [0.137, -0.169, 0.117], [0.397, 0.830, -0.349], [0.382, -0.067, -0.099], [-0.388, -0.512, -0.267], [-0.090, 0.024, 0.251], [-0.202, -0.124, 0.423], [-0.102, -0.526, -0.265], [-0.140, -0.293, -0.309], [-0.710, -0.199, -0.522], [0.464, -0.172, 0.562], [0.083, -0.468, 0.527], [-0.312, 0.355, 0.502], [-0.017, -1.132, 0.296], [-0.040, -0.212, 0.028], [0.002, -0.925, 0.069], [0.085, 0.175, 0.145], [-0.553, 0.040, 0.006], [-0.016, 0.786, 0.816], [-0.057, -0.288, -0.187], [0.394, -0.461, -0.122], [0.474, -0.420, -1.310], [-0.063, -0.076, -0.222], [-0.251, 0.256, -0.063], [-0.058, -0.308, -0.051], [0.082, -0.031, 0.046], [0.134, 0.147, -0.150], [0.095, 0.779, 0.568], [0.215, -0.532, 0.373], [-1.064, -1.518, -0.855], [-0.035, 0.045, 0.109], [-0.038, 0.265, -0.224], [-0.303, -0.204, -0.434], [0.243, -0.090, 0.766], [0.717, 0.907, 0.284], [-0.827, -0.707, -0.435], [-0.518, -0.259, -0.189], [0.008, -0.055, 0.090], [-0.701, -0.842, 0.064], [0.197, -0.287, 0.203], [0.199, -0.123, 0.317]]}